Record 1
{"formula": "C3H6N2S2", "method": "ωB97M-V/def2-TZVPD", "symbols": ["C", "C", "C", "H", "H", "H", "H", "H", "H", "N", "N", "S", "S"], "xyz": [[-2.609532, -0.042589, 0.101338], [0.174776, 0.294164, -0.079155], [1.455298, -0.239753, -0.080192], [-2.882982, 0.676834, 0.961759], [-2.579793, 0.446893, -0.856019], [-3.428621, -0.816415, 0.113319], [3.366524, 0.016825, 0.394699], [2.374457, 1.243684, 0.819480], [1.070408, -1.593889, -1.306042], [2.373725, 0.251300, 0.870039], [1.837770, -1.235075, -0.819196], [-1.045346, -0.928130, 0.183487], [-0.106690, 1.926149, -0.303520]], "forces_ev_per_a": [[-1.199, 0.016, 1.215], [-4.403, 2.635, -0.021], [4.511, -3.016, -0.108], [1.029, -1.016, -1.370], [-0.407, 0.511, -0.216], [1.002, 0.572, -0.185], [-2.738, 0.211, 1.774], [-0.404, 1.241, 0.483], [-1.432, -0.716, -1.258], [3.056, -0.928, -2.664], [0.656, 1.702, 1.677], [0.100, 0.231, 0.450], [0.229, -1.444, 0.222]], "mulliken_charge": [-0.86, 0.01, 0.38, 0.29, 0.31, 0.33, 0.33, 0.31, 0.28, -0.57, -0.64, 0.05, -0.22], "charge": 0, "max_force_ev_per_a": 5.43, "smiles": "[H]/N=C(/N)C(=S)SC", "relative_energy_ev": 1.217, "e_tot_ev": -27857.8798}

***

Record 2
{"formula": "C4H7OTl", "method": "ωB97M-V/def2-TZVPD", "symbols": ["C", "C", "C", "O", "Tl", "H", "H", "H", "H", "C", "H", "H", "H"], "xyz": [[-2.045794, 0.583673, 0.666170], [-0.723763, 0.733744, 0.002784], [0.247580, 1.723018, 0.467144], [1.497585, 1.422679, 0.394904], [2.671842, -0.618352, 0.737159], [-2.484979, 1.557541, 0.910020], [-0.468328, 0.013541, -0.777470], [-2.669221, -0.148802, 0.134608], [-0.468614, 1.102425, 2.090445], [-1.273128, -0.030026, 1.822872], [-1.464281, 0.038521, 2.896559], [-1.163094, -1.113591, 1.686266], [-0.015623, 2.781127, 0.289159]], "forces_ev_per_a": [[0.887, 0.067, 0.251], [-0.214, 1.137, -1.739], [2.397, -1.534, -4.198], [-2.334, 1.087, 0.712], [0.162, -0.160, 0.045], [-0.317, -0.408, -0.079], [0.519, 0.109, 0.466], [-0.088, 0.605, 0.321], [-0.872, -3.953, -0.280], [0.113, 2.619, 3.395], [-1.803, -0.050, 0.009], [1.696, 0.462, -0.341], [-0.148, 0.020, 1.437]], "mulliken_charge": [-0.39, -0.26, -0.02, -0.60, 0.82, 0.25, 0.41, 0.30, 0.17, -0.74, 0.39, 0.31, 0.39], "charge": 1, "max_force_ev_per_a": 5.07, "s_squared": 0.754, "relative_energy_ev": 3.778, "multiplicity": 2, "e_tot_ev": -10990.8926}

***

Record 3
{"formula": "C2H2Br2O2S", "method": "ωB97M-V/def2-TZVPD", "symbols": ["C", "C", "O", "O", "S", "Br", "Br", "H", "H"], "xyz": [[-0.465295, 0.103899, 0.624389], [-1.331002, 0.340836, -0.326627], [1.069166, -0.878628, -1.445761], [1.795458, -1.521245, 0.842160], [1.226890, -0.577722, -0.061976], [-3.095298, 0.911264, -0.028073], [2.423373, 1.268542, 0.077626], [-0.534266, 0.132783, 1.690442], [-1.089028, 0.220267, -1.372184]], "forces_ev_per_a": [[2.322, -1.250, -1.147], [-0.427, 0.145, -0.227], [-0.074, 0.046, -0.128], [-0.171, 0.082, 0.102], [-1.876, 0.826, 0.948], [0.100, 0.011, 0.104], [0.121, 0.080, 0.008], [-0.031, 0.104, 0.354], [0.037, -0.043, -0.016]], "mulliken_charge": [-0.30, -0.19, -0.51, -0.49, 0.89, -0.11, -0.08, 0.42, 0.37], "charge": 0, "max_force_ev_per_a": 2.88, "smiles": "O=S(=O)(Br)/C=C/Br", "relative_energy_ev": 0.000, "e_tot_ev": -157119.9209}